{
  "formula": "C3H6O2",
  "method": "ωB97M-V/def2-TZVPD",
  "species": ["C", "C", "O", "H", "H", "H", "H", "C", "O", "H", "H"],
  "xyz": [[-0.859756, -0.873462, 1.130324], [-0.117587, 0.347253, 1.612207], [-0.584399, 1.452011, 1.560953], [-1.470690, -0.636177, 0.265771], [-0.143436, -1.637710, 0.864030], [-1.458749, -1.321492, 1.928181], [0.900267, 0.158804, 2.001333], [1.337998, -0.533264, -2.098846], [0.224908, -0.095684, -2.178008], [2.161148, 0.149300, -1.812335], [1.660452, -1.548832, -2.326131]],
  "forces_ev_per_angstrom": [[0.29, -0.14, 0.11], [-0.56, -0.25, -0.25], [0.23, 0.15, 0.14], [-0.19, 0.08, 0.06], [0.26, -0.27, -0.22], [-0.11, 0.29, 0.01], [0.07, 0.16, 0.14], [0.43, 1.26, 0.09], [-0.17, -0.59, -0.04], [0.09, -0.10, 0.09], [-0.35, -0.58, -0.12]],
  "mulliken_charge": [-0.82, 0.14, -0.46, 0.24, 0.25, 0.32, 0.33, -0.11, -0.37, 0.23, 0.25],
  "energy_ev": -7301.73087,
  "lumo_energy_ev": 0.56,
  "orbital_gap_ev": 10.42,
  "smiles": "CC=O.C=O",
  "de_lowest_kj_mol": 187.9,
  "total_charge": 0
}